(1)
DFT (wB97M-V/def2-TZVPD) results for a 14-piece molecular cluster, C40H47F13O43P3S2 overall.

The total charge is +1. The LUMO energy comes out at -4.615 eV. For the molar mass, the calculation gives 1619.80 g mol⁻¹. As for the HOMO-LUMO gap: 7.9 eV. The strongest force on any atom comes out at 2.15 eV/Å.

Structure (XYZ):
```
148
Properties=species:S:1:pos:R:3:lowdin_charge:R:1
C 2.510 3.587 0.505 -0.264
P 1.262 2.844 1.607 0.749
O -0.132 2.763 0.782 -0.361
S 1.821 0.694 1.826 0.187
S 0.092 -0.406 1.429 0.456
P 3.278 0.099 0.388 0.603
P 2.378 0.249 -1.603 0.163
O 1.896 -1.048 -2.021 -0.281
O 3.549 0.749 -2.531 -0.114
O 1.322 1.408 -1.684 -0.147
H 2.113 3.861 -0.462 0.051
H 2.885 4.476 0.986 0.027
H 3.353 2.919 0.402 0.015
H -0.151 3.446 0.089 0.078
H -0.276 0.194 0.284 -0.175
H 3.402 -1.285 0.600 -0.072
H 4.348 0.268 -2.252 0.091
H 0.438 1.011 -1.767 0.095
C 3.507 8.185 2.944 -0.038
C 3.356 7.841 4.406 -0.289
O 3.301 6.412 4.367 0.141
C 4.003 6.017 3.282 -0.596
O 4.363 4.898 3.084 0.127
O 4.230 7.042 2.446 0.074
F 2.193 8.312 4.917 0.081
H 2.550 8.248 2.439 0.111
H 4.061 9.102 2.776 0.147
H 4.183 8.156 5.037 0.155
C 5.091 -4.699 1.899 -0.031
C 6.436 -4.555 2.578 -0.294
O 6.897 -3.304 2.064 0.136
C 5.811 -2.565 1.781 -0.569
O 5.823 -1.388 1.585 0.101
O 4.694 -3.319 1.756 0.057
F 7.299 -5.521 2.216 0.097
H 5.178 -5.155 0.913 0.152
H 4.368 -5.254 2.487 0.125
H 6.394 -4.499 3.667 0.183
C -0.252 -3.460 -1.927 -0.031
C -1.347 -2.824 -1.103 -0.318
O -1.971 -3.936 -0.497 0.116
C -1.022 -4.920 -0.380 -0.543
O -1.138 -5.873 0.305 0.190
O 0.055 -4.625 -1.142 0.086
F -2.257 -2.161 -1.857 0.069
H -0.614 -3.763 -2.910 0.155
H 0.624 -2.825 -2.046 0.101
H -0.990 -2.139 -0.329 0.106
C -5.071 -2.848 -2.210 -0.057
C -6.305 -1.986 -2.194 -0.295
O -7.054 -2.504 -3.275 0.141
C -6.712 -3.820 -3.403 -0.553
O -7.317 -4.610 -4.042 0.179
O -5.583 -4.090 -2.706 0.081
F -6.001 -0.675 -2.437 0.060
H -4.315 -2.468 -2.894 0.135
H -4.634 -2.974 -1.224 0.130
H -6.886 -2.052 -1.284 0.146
C -5.591 2.261 -3.381 -0.041
C -4.381 2.306 -2.476 -0.316
O -3.878 3.612 -2.702 0.099
C -4.947 4.399 -3.057 -0.553
O -4.921 5.579 -3.067 0.190
O -6.011 3.635 -3.376 0.091
F -3.431 1.400 -2.833 0.061
H -5.331 1.963 -4.397 0.154
H -6.374 1.612 -3.006 0.126
H -4.605 2.183 -1.415 0.172
C 7.823 5.916 3.654 -0.035
C 8.982 6.713 4.209 -0.303
O 8.481 8.043 4.166 0.150
C 7.132 7.969 4.282 -0.537
O 6.418 8.881 4.533 0.182
O 6.700 6.703 4.075 0.054
F 10.078 6.624 3.425 0.086
H 7.847 5.870 2.565 0.149
H 7.762 4.908 4.054 0.143
H 9.255 6.465 5.235 0.176
C 4.348 -9.334 3.975 -0.042
C 5.016 -7.980 3.952 -0.309
O 3.972 -7.115 4.357 0.105
C 3.126 -7.844 5.156 -0.544
O 2.304 -7.377 5.857 0.202
O 3.384 -9.167 5.023 0.083
F 5.416 -7.616 2.704 0.066
H 3.833 -9.545 3.037 0.147
H 5.032 -10.147 4.199 0.144
H 5.858 -7.877 4.638 0.178
C 8.690 -0.771 3.177 -0.062
C 10.064 -0.165 3.340 -0.310
O 10.545 -0.806 4.506 0.138
C 9.938 -2.027 4.578 -0.543
O 10.284 -2.915 5.271 0.197
O 8.873 -2.078 3.731 0.051
F 10.005 1.174 3.556 0.072
H 7.939 -0.231 3.756 0.146
H 8.366 -0.830 2.143 0.125
H 10.748 -0.361 2.513 0.175
C -9.851 -4.497 -0.213 -0.037
C -8.706 -3.842 0.515 -0.294
O -9.212 -2.542 0.784 0.125
C -10.573 -2.658 0.884 -0.547
O -11.283 -1.837 1.347 0.192
O -10.982 -3.850 0.385 0.083
F -7.600 -3.717 -0.280 0.052
H -9.831 -4.279 -1.283 0.146
H -9.886 -5.572 -0.065 0.142
H -8.429 -4.331 1.443 0.136
C -1.092 9.646 -0.612 -0.036
C -1.219 8.595 0.467 -0.309
O 0.117 8.123 0.585 0.117
C 0.941 9.152 0.227 -0.546
O 2.103 9.182 0.452 0.176
O 0.248 10.118 -0.406 0.089
F -2.017 7.567 0.091 0.075
H -1.176 9.214 -1.609 0.147
H -1.809 10.455 -0.510 0.145
H -1.554 8.972 1.433 0.176
C -0.219 4.378 -5.069 -0.057
C -1.451 5.253 -5.053 -0.318
O -2.186 4.766 -6.160 0.139
C -1.856 3.450 -6.320 -0.546
O -2.461 2.675 -6.969 0.199
O -0.732 3.156 -5.609 0.063
F -1.143 6.556 -5.253 0.080
H 0.551 4.779 -5.728 0.146
H 0.203 4.216 -4.080 0.128
H -2.059 5.161 -4.151 0.159
C -7.116 -3.058 -7.748 -0.045
C -6.509 -4.440 -7.775 -0.311
O -5.118 -4.161 -7.842 0.134
C -4.919 -2.957 -7.236 -0.558
O -3.869 -2.547 -6.879 0.174
O -6.096 -2.303 -7.079 0.066
F -6.880 -5.138 -8.874 0.080
H -7.266 -2.664 -8.754 0.145
H -8.053 -3.012 -7.201 0.141
H -6.709 -5.037 -6.884 0.166
C -4.532 -5.762 1.545 -0.040
C -4.642 -6.777 2.659 -0.301
O -5.983 -6.597 3.097 0.149
C -6.699 -6.148 2.036 -0.538
O -7.886 -6.142 1.981 0.164
O -5.880 -5.723 1.051 0.071
F -3.800 -6.504 3.679 0.085
H -4.256 -4.778 1.926 0.146
H -3.835 -6.054 0.764 0.128
H -4.503 -7.812 2.346 0.178
```



(2)
DFT (wB97M-V/def2-TZVPD) results for C40H47FeGeN7O4S2Si as an isolated structure.

The energy relative to the best compared isomer or geometry (same formula, charge and spin) comes out at 0.0 kJ/mol. The total charge is 0. The LUMO energy (spin up / spin down) comes out at -0.665 / -0.651 eV. As for the spin multiplicity: 5. For the molar mass, the calculation gives 910.54 g mol⁻¹. As for the HOMO-LUMO gap (spin up / spin down): 5.2 / 6.7 eV. The strongest force on any atom comes out at 1.19 eV/Å. The expectation value of S² is 6.097.

Structure (XYZ):
```
103
Properties=species:S:1:pos:R:3:lowdin_charge:R:1
Fe -0.453 -0.034 0.341 0.421
N 1.989 -0.637 4.288 0.099
C 1.194 -0.762 3.185 -0.814
S 1.889 -0.258 1.657 0.812
N -0.004 -1.197 3.336 -0.003
N -0.781 -1.170 2.185 -0.179
C -1.939 -1.738 2.410 -0.120
C -2.936 -1.739 1.391 -0.280
C -4.199 -2.306 1.637 -0.016
C -5.157 -2.268 0.663 -0.060
C -4.844 -1.645 -0.549 -0.052
C -3.596 -1.092 -0.703 -0.127
N -2.629 -1.120 0.233 0.089
H 2.984 -0.612 4.156 0.083
H 1.636 -1.036 5.143 0.104
H -2.144 -2.141 3.393 0.131
H -4.391 -2.755 2.603 0.119
H -6.135 -2.699 0.832 0.111
H -5.560 -1.579 -1.356 0.107
H -3.369 -0.578 -1.627 0.088
C -0.528 6.047 1.165 -0.103
C 0.291 5.294 1.996 -0.105
C -0.019 3.965 2.264 -0.125
C -1.152 3.358 1.717 -0.325
C -1.972 4.141 0.900 -0.113
C -1.669 5.468 0.622 -0.090
Si -1.419 1.518 2.032 0.745
C -3.258 1.279 2.402 -0.321
C -4.259 1.407 1.431 -0.127
C -5.599 1.211 1.731 -0.095
C -5.976 0.861 3.023 -0.101
C -5.008 0.714 4.005 -0.095
C -3.666 0.923 3.696 -0.113
H -0.287 7.081 0.950 0.097
H 1.172 5.745 2.440 0.099
H 0.634 3.390 2.913 0.092
H -2.884 3.720 0.487 0.083
H -2.323 6.053 -0.013 0.098
H -0.754 1.346 3.357 -0.005
H -3.990 1.642 0.404 0.087
H -6.349 1.320 0.956 0.102
H -7.021 0.703 3.259 0.097
H -5.295 0.441 5.013 0.098
H -2.919 0.805 4.474 0.091
O 1.417 0.224 -1.238 -0.133
C 1.316 1.455 -0.989 -0.637
O 0.409 1.914 -0.258 -0.109
C 2.306 2.420 -1.578 -0.105
C 3.072 2.040 -2.672 0.003
C 3.976 2.931 -3.229 0.006
C 4.090 4.178 -2.651 -0.139
C 3.349 4.584 -1.562 0.016
C 2.435 3.688 -1.025 0.023
N 5.072 5.141 -3.244 -0.352
O 5.663 4.790 -4.243 0.071
O 5.176 6.227 -2.717 0.076
H 2.959 1.043 -3.079 0.117
H 4.583 2.675 -4.084 0.118
H 3.483 5.577 -1.157 0.120
H 1.808 3.971 -0.186 0.113
N -2.652 0.708 -6.645 0.083
C -3.166 1.357 -5.589 -0.834
S -4.431 2.388 -5.699 0.689
C -2.480 1.033 -4.275 -0.221
C -2.573 1.912 -3.211 -0.012
C -1.947 1.589 -2.018 -0.093
N -1.284 0.447 -1.836 0.007
C -1.180 -0.393 -2.860 -0.120
C -1.760 -0.140 -4.093 -0.008
H -3.032 0.921 -7.553 0.100
H -1.762 0.246 -6.600 0.097
H -3.120 2.838 -3.319 0.094
H -1.968 2.270 -1.175 0.098
H -0.622 -1.305 -2.684 0.108
H -1.669 -0.892 -4.865 0.110
C 4.528 -5.072 -2.917 -0.118
C 4.411 -3.768 -2.139 -0.280
C 3.094 -3.645 -1.380 -0.296
C 2.991 -2.338 -0.589 -0.338
Ge 1.335 -2.127 0.394 0.752
C 0.989 -3.751 1.409 -0.307
C 1.714 -4.063 2.721 -0.270
C 3.230 -3.896 2.649 -0.284
C 3.918 -4.212 3.970 -0.109
H 5.470 -5.134 -3.464 0.068
H 3.716 -5.171 -3.643 0.071
H 4.477 -5.936 -2.249 0.071
H 4.511 -2.917 -2.820 0.109
H 5.236 -3.685 -1.424 0.110
H 2.995 -4.510 -0.716 0.091
H 2.267 -3.718 -2.098 0.112
H 3.075 -1.481 -1.259 0.057
H 3.802 -2.264 0.140 0.063
H 0.106 -2.044 -0.563 0.015
H 1.267 -4.510 0.667 0.063
H -0.095 -3.813 1.519 0.056
H 1.492 -5.100 2.997 0.114
H 1.319 -3.442 3.525 0.085
H 3.470 -2.871 2.347 0.076
H 3.630 -4.546 1.863 0.110
H 3.491 -3.618 4.782 0.065
H 4.989 -4.005 3.932 0.071
H 3.795 -5.264 4.239 0.074
```



(3)
DFT (wB97M-V/def2-TZVPD) results for C40H47N5O3S2SiW as an isolated structure.

The energy relative to the best compared isomer or geometry (same formula, charge and spin) comes out at 205.6 kJ/mol. The total charge is +2. The LUMO energy (spin up / spin down) comes out at -5.767 / -5.731 eV. As for the spin multiplicity: 3. For the molar mass, the calculation gives 921.91 g mol⁻¹. As for the HOMO-LUMO gap (spin up / spin down): 6.7 / 7.7 eV. The strongest force on any atom comes out at 1.21 eV/Å. The expectation value of S² is 2.014.

Structure (XYZ):
```
99
Properties=species:S:1:pos:R:3:lowdin_charge:R:1
W -0.254 0.175 1.019 1.500
C -4.220 -2.375 3.760 0.010
N -2.781 -2.671 3.753 -0.095
C -2.155 -3.544 4.639 0.005
C -0.860 -3.563 4.331 0.003
N -0.692 -2.698 3.231 0.034
C -1.885 -2.153 2.907 -0.597
S -2.276 -1.014 1.708 0.787
C 0.587 -2.489 2.628 -0.213
C 1.504 -3.514 2.751 0.025
C 2.829 -3.301 2.404 0.007
C 3.197 -2.031 2.025 0.002
C 2.203 -1.092 1.882 -0.097
N 0.889 -1.327 2.065 -0.011
H -4.583 -2.450 4.781 0.105
H -4.748 -3.087 3.128 0.106
H -4.382 -1.369 3.386 0.071
H -2.694 -4.063 5.415 0.146
H -0.037 -4.061 4.811 0.135
H 1.177 -4.474 3.120 0.124
H 3.551 -4.107 2.460 0.135
H 4.221 -1.754 1.811 0.138
H 2.467 -0.088 1.593 0.070
N -1.429 0.713 -2.423 0.207
C -1.005 -0.506 -2.073 -0.625
N -0.653 -1.380 -3.031 0.225
O -0.918 -0.857 -0.871 -0.206
H -1.565 0.953 -3.389 0.125
H -1.966 1.203 -1.711 0.070
H -0.677 -1.146 -4.008 0.124
H -0.189 -2.227 -2.753 0.111
C 1.945 1.370 -3.680 -0.076
C 2.496 2.063 -2.424 -0.595
C 3.890 2.623 -2.759 -0.075
C 1.577 3.228 -2.021 -0.085
Si 2.598 0.875 -0.985 0.590
O 1.099 0.784 -0.177 -0.447
C 3.803 1.521 0.292 -0.228
C 3.373 2.101 1.492 -0.114
C 4.273 2.604 2.427 -0.063
C 5.636 2.534 2.179 -0.063
C 6.091 1.967 0.996 -0.058
C 5.187 1.473 0.066 -0.087
C 3.037 -0.857 -1.524 -0.211
C 4.274 -1.111 -2.133 -0.081
C 4.648 -2.393 -2.514 -0.058
C 3.782 -3.461 -2.307 -0.068
C 2.542 -3.234 -1.722 -0.083
C 2.178 -1.947 -1.335 -0.123
H 1.884 2.093 -4.502 0.095
H 0.946 0.965 -3.512 0.046
H 2.588 0.548 -4.006 0.082
H 3.806 3.311 -3.607 0.096
H 4.594 1.836 -3.053 0.077
H 4.327 3.173 -1.924 0.081
H 1.496 3.941 -2.849 0.097
H 1.976 3.774 -1.157 0.091
H 0.573 2.880 -1.769 0.049
H 2.314 2.179 1.702 0.063
H 3.911 3.058 3.342 0.110
H 6.342 2.929 2.899 0.114
H 7.154 1.915 0.794 0.114
H 5.575 1.047 -0.852 0.089
H 4.968 -0.298 -2.326 0.088
H 5.614 -2.560 -2.975 0.115
H 4.070 -4.460 -2.609 0.111
H 1.855 -4.060 -1.569 0.106
H 1.197 -1.798 -0.889 0.065
C -5.491 1.892 -0.797 -0.213
S -4.500 0.606 -0.082 0.911
O -3.055 1.021 -0.239 -0.613
C -4.836 -0.707 -1.228 -0.397
C -5.302 -1.899 -0.694 -0.087
C -5.568 -2.971 -1.537 -0.058
C -5.359 -2.844 -2.901 -0.053
C -4.896 -1.642 -3.433 -0.056
C -4.632 -0.569 -2.599 -0.082
H -5.240 2.039 -1.846 0.062
H -5.311 2.800 -0.226 0.045
H -6.535 1.586 -0.693 0.078
H -5.465 -1.985 0.376 0.100
H -5.948 -3.900 -1.129 0.114
H -5.569 -3.679 -3.558 0.116
H -4.764 -1.538 -4.503 0.114
H -4.280 0.367 -3.015 0.104
C -0.262 1.343 2.811 -0.232
C -1.174 2.282 2.091 -0.384
C -0.696 2.931 0.946 -0.100
C -1.513 3.829 0.243 -0.059
C -2.786 4.094 0.681 -0.071
C -3.273 3.450 1.828 -0.070
C -2.493 2.545 2.502 -0.052
H -0.728 0.962 3.712 0.069
H 0.677 1.833 3.067 0.073
H 0.359 2.911 0.715 0.085
H -1.109 4.356 -0.614 0.114
H -3.397 4.823 0.162 0.117
H -4.266 3.681 2.200 0.120
H -2.864 2.069 3.403 0.121
```



(4)
DFT (wB97M-V/def2-TZVPD) results for C40H47N7O3RuS2SbSe as an isolated structure.

The energy relative to the best compared isomer or geometry (same formula, charge and spin) comes out at 39.1 kJ/mol. The total charge is 0. The LUMO energy (spin up / spin down) comes out at 0.462 / -0.206 eV. As for the spin multiplicity: 6. For the molar mass, the calculation gives 1039.79 g mol⁻¹. As for the HOMO-LUMO gap (spin up / spin down): 6.4 / 6.8 eV. The strongest force on any atom comes out at 0.86 eV/Å. The expectation value of S² is 8.770.

Structure (XYZ):
```
102
Properties=species:S:1:pos:R:3:lowdin_charge:R:1
Ru -0.425 -1.732 -0.274 0.696
N -3.684 -3.566 1.351 0.175
C -2.354 -3.546 1.101 -0.622
O -1.896 -3.889 0.017 -0.096
C -1.451 -3.112 2.238 -0.233
C -0.048 -2.773 1.729 -0.313
H -4.292 -3.667 0.554 0.110
H -4.052 -3.104 2.163 0.091
H -1.455 -3.919 2.982 0.115
H -1.894 -2.237 2.720 0.068
H 0.501 -3.694 1.516 0.025
H 0.487 -2.227 2.511 0.010
C -6.716 0.176 -3.796 -0.037
C -5.230 -0.020 -3.755 -0.347
C -4.433 0.174 -4.880 -0.037
C -3.077 -0.019 -4.708 -0.150
N -2.535 -0.374 -3.548 0.037
C -3.376 -0.557 -2.512 -0.794
S -2.771 -1.029 -0.956 0.572
N -4.707 -0.383 -2.591 0.083
H -7.055 0.453 -4.793 0.071
H -7.001 0.956 -3.090 0.081
H -7.217 -0.742 -3.487 0.081
H -4.848 0.463 -5.836 0.100
H -2.382 0.116 -5.533 0.104
C -3.913 -0.129 2.651 -0.083
C -3.504 1.280 3.003 -0.296
C -4.383 2.075 3.742 -0.055
C -4.059 3.373 4.096 -0.085
C -2.843 3.912 3.700 -0.085
C -1.959 3.134 2.971 -0.136
C -2.268 1.816 2.632 -0.320
Sb -0.788 0.719 1.467 1.549
C -0.755 2.400 0.071 -0.313
C -1.925 2.399 -0.696 -0.158
C -2.158 3.352 -1.674 -0.082
C -1.214 4.344 -1.897 -0.102
C -0.064 4.369 -1.129 -0.072
C 0.186 3.415 -0.136 -0.292
C 1.458 3.569 0.659 -0.042
C 0.806 1.073 2.922 -0.309
C 0.418 1.356 4.234 -0.121
C 1.353 1.527 5.247 -0.079
C 2.702 1.407 4.964 -0.075
C 3.101 1.081 3.677 -0.057
C 2.167 0.887 2.660 -0.292
C 2.660 0.381 1.324 -0.233
H -4.997 -0.236 2.697 0.081
H -3.476 -0.833 3.364 0.073
H -3.589 -0.406 1.646 0.003
H -5.340 1.662 4.045 0.108
H -4.758 3.967 4.673 0.101
H -2.586 4.934 3.954 0.102
H -1.010 3.559 2.663 0.099
H -2.672 1.631 -0.532 0.046
H -3.075 3.320 -2.251 0.106
H -1.382 5.103 -2.652 0.103
H 0.666 5.158 -1.285 0.112
H 2.328 3.239 0.083 0.075
H 1.428 2.999 1.580 0.045
H 1.615 4.618 0.913 0.087
H -0.630 1.462 4.472 0.084
H 1.021 1.764 6.251 0.103
H 3.442 1.551 5.742 0.104
H 4.154 0.955 3.457 0.106
H 3.691 0.692 1.158 0.113
H 2.045 0.747 0.502 0.065
H 1.680 -1.484 1.225 -0.028
C 2.458 1.883 -2.680 -0.030
N 1.080 1.580 -3.014 -0.152
C 0.496 2.305 -4.122 -0.039
C 0.367 0.690 -2.316 -0.316
O 0.815 0.080 -1.336 -0.192
H 2.552 2.920 -2.348 0.086
H 3.094 1.738 -3.557 0.094
H 2.778 1.221 -1.879 0.075
H 0.978 2.030 -5.064 0.092
H 0.620 3.378 -3.968 0.084
H -0.568 2.082 -4.182 0.084
H -0.646 0.521 -2.689 0.100
C 3.473 -1.792 -2.838 -0.019
N 3.439 -2.926 -1.941 -0.058
C 2.316 -3.564 -1.548 -0.710
Se 0.581 -3.281 -2.106 0.687
N 2.701 -4.570 -0.734 0.128
C 4.080 -4.596 -0.601 -0.184
C 4.939 -5.401 0.128 -0.007
C 6.290 -5.103 0.061 -0.080
C 6.764 -4.040 -0.710 -0.077
C 5.903 -3.239 -1.443 0.000
C 4.552 -3.538 -1.375 -0.157
H 2.483 -1.342 -2.855 0.042
H 3.740 -2.109 -3.847 0.104
H 4.203 -1.068 -2.479 0.095
H 2.033 -5.176 -0.288 0.156
H 4.569 -6.212 0.743 0.116
H 6.992 -5.697 0.630 0.105
H 7.825 -3.827 -0.726 0.105
H 6.272 -2.411 -2.033 0.112
O 4.948 -1.380 2.206 -0.562
S 3.587 -1.945 2.334 0.870
N 2.623 -1.097 1.262 -0.296
```